Formula: C17H40BrN2O3P4
Source: OMol25
Level of theory: the ωB97M-V functional and the def2-TZVPD basis

XYZ file:
```
67
Properties=species:S:1:pos:R:3:lowdin_charge:R:1
C -3.639 0.498 3.452 -0.17
C -2.166 0.161 3.120 -0.45
P -1.887 -0.122 1.323 0.91
C -1.861 1.504 0.473 -0.45
C -2.517 1.484 -0.892 -0.18
P 0.027 -1.301 0.893 0.37
C 1.053 -0.019 1.922 -0.36
C 2.437 0.553 1.578 -0.68
C 3.092 0.459 0.204 -0.19
Br 2.427 2.524 2.050 0.58
O -0.185 -2.244 2.458 -0.34
C -1.235 -2.947 2.671 -0.59
N -2.247 -3.298 3.188 0.10
O 0.251 -0.244 -0.480 -0.46
C 0.380 -0.659 -1.784 -0.35
C 0.878 0.506 -2.706 -0.17
N 1.065 1.796 -2.015 -0.04
C 0.410 2.925 -2.679 -0.18
C 1.163 4.224 -2.358 -0.42
C 0.299 5.231 -1.641 -0.05
O 1.672 4.848 -3.553 -0.05
P -1.255 -2.874 -0.189 0.77
C -3.001 -2.524 -0.620 -0.37
C -0.595 -3.738 -1.670 -0.37
P 1.903 -2.591 0.489 0.84
C 1.462 -4.396 0.628 -0.36
C 2.967 -2.482 2.018 -0.32
H -4.282 0.346 2.595 0.04
H -3.709 1.524 3.798 0.05
H -3.964 -0.114 4.286 0.06
H -1.816 -0.645 3.749 0.05
H -1.588 1.040 3.420 0.06
H -2.430 2.190 1.104 0.07
H -0.873 1.960 0.397 0.06
H -3.572 1.242 -0.792 0.06
H -2.087 0.753 -1.569 0.05
H -2.469 2.459 -1.373 0.05
H 1.129 -0.415 2.930 0.07
H 0.397 0.828 2.058 0.00
H 3.154 0.211 2.304 0.04
H 4.148 0.229 0.332 0.07
H 2.683 -0.282 -0.467 0.01
H 3.077 1.416 -0.295 0.02
H 1.031 -1.507 -1.988 0.06
H -0.591 -0.934 -2.214 0.08
H 1.798 0.196 -3.198 0.11
H 0.164 0.660 -3.511 0.10
H 2.047 2.010 -2.114 0.08
H -0.606 3.055 -2.318 0.09
H 0.396 2.833 -3.768 0.11
H 2.020 4.037 -1.710 0.13
H 0.913 6.074 -1.343 0.08
H -0.532 5.561 -2.253 0.08
H -0.033 4.759 -0.721 0.08
H 2.455 4.356 -3.797 0.08
H -3.632 -2.561 0.251 0.00
H -3.181 -1.638 -1.221 0.00
H -3.314 -3.371 -1.243 0.02
H 0.464 -3.635 -1.864 0.00
H -1.087 -3.394 -2.581 0.02
H -0.790 -4.806 -1.618 0.02
H 2.214 -4.935 1.195 0.01
H 1.433 -4.866 -0.347 0.00
H 0.498 -4.581 1.096 0.00
H 2.427 -2.114 2.884 0.02
H 3.436 -3.435 2.221 0.02
H 3.769 -1.781 1.810 0.00
```

Computed properties:
- HOMO-LUMO gap: 0.219 Ha
- E_LUMO: 2.47 eV
- Highest occupied orbital energy: -0.128 Ha
- Charge: -1



Formula: C3H3ClNO
Source: OMol25
Level of theory: the ωB97M-V functional and the def2-TZVPD basis

XYZ file:
```
9
Properties=species:S:1:pos:R:3:lowdin_charge:R:1
C 0.846 -0.959 0.149 0.16
C 0.955 0.290 -0.251 0.00
C -1.177 0.136 0.331 -0.53
N -0.383 0.904 -0.396 -0.28
O -0.653 1.995 -0.767 0.19
Cl -2.679 -0.337 0.336 1.04
H 1.539 -1.666 0.632 0.14
H 1.837 0.681 -0.740 0.15
H -0.286 -1.044 0.706 0.13
```

Computed properties:
- HOMO-LUMO gap (spin up / spin down): 0.272 / 0.265 Ha
- E_LUMO (spin up / spin down): -7.51 / -7.69 eV
- Relative energy (zero: lowest compared OMol25 entry of this formula, charge and spin): 527.2 kJ/mol
- Highest occupied orbital energy (spin up / spin down): -0.548 / -0.548 Ha
- Charge: +1